ORCA calculation (ωB97M-V/def2-TZVPD) on a 13-piece molecular cluster, H26O13 overall in a non-equilibrium geometry.

Structure (XYZ):
```
39
H26O13 ωB97M-V/def2-TZVPD
H 0.869 2.218 -2.186
O -0.334 -2.493 -2.521
O 0.814 0.073 -3.444
H 1.354 -0.390 -2.819
H -1.179 0.347 -2.289
O -0.789 2.244 -1.761
H 2.655 -1.441 -1.582
H 0.138 -0.077 -0.414
O -2.640 -2.349 3.237
O 1.826 -1.120 -1.320
H -2.952 1.775 -0.027
O -0.350 -0.922 2.521
H 1.304 1.478 1.001
H -0.580 -0.314 3.233
O 0.631 2.248 3.123
H 1.674 -1.228 1.478
O 2.064 -2.115 1.480
H 0.125 -1.629 2.884
H 1.231 -0.170 -4.270
H 1.296 1.848 3.614
O -2.408 2.481 0.339
O -0.596 0.156 0.125
O 1.801 2.202 -2.391
H 1.472 -1.746 -0.674
H 2.149 0.929 2.104
H 2.643 -2.215 2.225
H -2.335 -2.954 3.922
H -2.307 2.148 1.236
H -1.553 2.729 -2.000
H -0.511 -0.304 0.948
H 1.755 1.372 -2.829
H -0.110 1.640 2.889
H -1.797 -1.988 2.921
O 1.906 0.768 1.197
H -1.014 1.752 -1.011
H -1.102 -3.075 -2.606
O -1.953 -0.191 -2.448
H -0.731 -1.706 -2.227
H -2.467 0.016 -1.660
```

Calculated values
Gap between HOMO and LUMO (eV): 8.65
Maximum force (eV/Å): 3.57
Electronic energy (eV): -27038.5729
Charge: 0



ORCA calculation (ωB97M-V/def2-TZVPD) on a 13-piece molecular cluster, H26O13 overall in a non-equilibrium geometry.

Structure (XYZ):
```
39
H26O13 ωB97M-V/def2-TZVPD
H -0.193 -4.933 -2.891
H 1.902 -1.610 -2.383
H -1.894 1.874 3.985
H -0.436 2.925 0.709
H -3.005 1.020 -2.271
H 1.021 -4.348 0.154
H 0.971 -3.987 -3.137
O -0.831 -1.137 3.675
H 1.667 0.334 1.093
H -0.744 -0.964 4.619
O 0.839 -3.902 0.989
H -0.557 5.315 -0.985
O -0.929 4.487 -0.660
H 1.303 -1.514 3.363
H -0.575 -1.939 -0.642
O 2.090 -0.698 -2.136
O -3.632 0.628 -1.652
H -1.398 -0.426 3.357
O -2.562 1.819 3.292
H 2.912 2.692 -0.960
O -0.945 0.747 -4.496
O 0.028 -3.996 -2.936
H 1.418 -2.983 2.993
H 2.066 0.378 2.559
H 0.262 3.993 1.535
H -0.071 0.538 -4.845
H 2.080 1.687 -0.181
H -1.405 -0.100 -4.494
H 1.567 -3.277 1.083
O -0.575 3.795 1.100
O 1.264 -2.398 3.744
H -0.244 3.834 -0.843
H 1.237 -0.255 -2.206
O -0.060 -1.168 -0.907
H -4.205 0.089 -2.209
H -2.098 2.105 2.497
O 2.071 -0.199 1.787
O 2.257 1.995 -1.077
H -0.594 -0.419 -0.622
```

Calculated values
Gap between HOMO and LUMO (eV): 8.73
Maximum force (eV/Å): 6.32
Electronic energy (eV): -27036.2001
Charge: 0



ORCA calculation (ωB97M-V/def2-TZVPD) on H26O37S6Zn4 as an isolated structure in a non-equilibrium geometry.

Structure (XYZ):
```
73
H26O37S6Zn4 ωB97M-V/def2-TZVPD
H 2.017 -0.633 2.032
S 0.871 -1.447 5.127
S -4.449 1.131 1.547
O 1.482 -3.898 2.219
O -0.225 -0.563 5.514
O 2.097 -0.623 4.835
H -1.451 2.864 0.318
H 2.474 2.873 -2.578
H 4.159 -0.478 -1.792
O -1.931 -1.120 -2.860
O 2.277 1.996 -2.166
O 2.927 -2.566 0.065
H 1.526 2.193 -1.573
O 3.726 -0.656 -2.642
H 1.113 -2.332 -4.329
H 2.638 -0.359 3.430
O -4.968 -3.097 0.546
S -4.232 -3.222 -0.695
Zn 1.770 0.197 -3.050
S 1.806 4.917 -1.002
H 0.473 1.023 3.780
O -3.268 -4.368 -0.646
H 1.888 -2.491 -3.008
O 0.688 -1.182 0.988
H 1.005 2.426 4.080
O 1.230 -2.425 6.180
O 2.907 2.356 2.081
H -2.564 -1.435 2.803
S -0.395 1.419 -5.027
O -1.183 2.629 -4.762
H -2.061 -2.076 -2.799
H 2.110 -2.015 0.137
O 0.522 -2.207 3.871
O 0.819 1.728 -5.809
H 2.925 -2.874 -0.845
H -1.800 -3.545 0.222
H 3.011 1.358 2.168
O -3.613 2.214 2.136
Zn 0.935 2.888 1.515
O 0.723 1.163 0.598
O -5.127 -3.311 -1.868
O -4.510 -0.069 2.399
Zn -0.128 -2.652 2.069
O 2.968 4.579 -1.883
O -1.713 -1.375 2.296
Zn -2.857 -0.145 -1.277
O -3.296 -2.030 -0.919
H 3.732 2.699 1.725
O 0.592 4.974 -1.810
H -1.148 -0.965 -3.413
O -2.356 1.769 -1.857
H -1.938 -0.794 1.552
O 1.166 -0.309 -1.231
O 1.404 -1.851 -3.543
H 1.929 -3.794 3.076
O -5.805 1.709 1.303
O -1.244 0.371 -5.635
H -1.649 3.948 1.385
H -2.726 2.619 -2.124
O -0.821 -3.314 0.255
O -1.029 3.275 1.088
S 0.364 -0.108 -0.008
O 0.066 0.838 -3.676
O 2.073 6.135 -0.213
O 1.676 3.765 -0.018
O -3.854 0.757 0.204
H 4.190 -1.408 -3.021
O -1.070 -0.069 -0.268
H -0.473 -3.665 -0.564
O 0.523 1.931 3.410
H -1.511 1.705 -2.353
O 2.818 -0.241 2.451
H 1.774 -4.739 1.858
```

Calculated values
Gap between HOMO and LUMO (eV): 3.08
Maximum force (eV/Å): 2.18
Electronic energy (eV): -334870.3000
Charge: -4



ORCA calculation (ωB97M-V/def2-TZVPD) on a 14-piece molecular cluster, H28O14 overall in a non-equilibrium geometry.

Structure (XYZ):
```
42
H28O14 ωB97M-V/def2-TZVPD
O -0.019 2.293 -1.981
H -2.124 -1.058 -1.219
H -1.990 2.566 4.217
O -3.178 1.324 -3.095
O 1.406 -4.219 1.921
H 0.932 2.778 -3.631
H -0.743 -3.448 2.960
O 0.258 -2.038 4.039
O -2.079 2.655 3.312
O 0.362 1.712 4.111
H 3.759 -2.188 0.125
O -2.851 2.777 0.430
H -0.594 1.505 -2.075
H -0.809 -1.567 1.092
H -3.692 2.142 -3.287
H 1.116 -2.136 4.351
O -1.198 -3.744 2.233
H 0.374 -1.403 0.166
H 2.370 -0.523 -4.914
H 0.460 2.150 4.971
H 3.505 0.454 -3.108
H 1.601 0.610 -5.195
H -2.120 -3.836 2.738
H 0.180 -1.792 3.109
H 0.535 1.629 -1.437
H 0.760 -3.950 1.296
O 1.826 0.062 -4.480
H -3.355 -0.679 -0.179
O 0.077 -1.527 1.089
O 3.722 -2.031 -0.825
O 1.594 3.475 -3.692
O 2.905 0.818 -2.569
H 2.127 -3.694 1.961
H -2.633 2.550 1.223
O -2.736 -1.554 -0.517
H -3.793 0.642 -3.413
H 1.242 3.834 -2.914
H -2.479 3.628 0.292
H 0.340 0.812 4.388
H 3.329 -2.696 -1.310
H 2.388 1.515 -3.012
H -1.391 2.141 3.001
```

Calculated values
Multiplicity: 2
Gap between HOMO and LUMO (alpha / beta) (eV): 2.29 / 9.61
Maximum force (eV/Å): 8.37
⟨S²⟩: 0.75
Electronic energy (eV): -29115.5793
Charge: -1